The following is a quantum chemistry calculation of a molecular structure, C56H128N7O18, from the Open Molecules 2025 dataset.

Last column: Mulliken charge in e.
Atoms and positions in Å:
C1 1.29081 -2.36373 -6.04158  -1.27
C2 0.62533 -3.65066 -6.58725  0.03
C3 -0.46949 -3.40901 -7.67307  -0.71
N1 -1.97353 -3.72363 -7.33997  0.14
C4 -2.12192 -5.06116 -6.69172  -0.45
C5 -3.57696 -5.43883 -6.51131  -0.93
C6 -4.25870 -4.33096 -5.57008  -0.62
C7 -3.94287 -2.91969 -6.01436  -0.87
C8 -2.49304 -2.71210 -6.34872  -0.51
C9 -2.69641 -3.56141 -8.65825  -1.09
H1 0.55721 -1.68462 -5.65095  0.16
H2 1.88020 -1.90281 -6.85829  0.39
H3 1.90953 -2.57281 -5.16369  0.40
H4 0.16743 -4.08507 -5.66578  -0.02
H5 1.37865 -4.43609 -6.81039  0.46
H6 -0.32625 -4.09513 -8.43831  0.48
H7 -0.52039 -2.35532 -8.07069  0.44
H8 -1.55476 -4.88113 -5.73779  0.31
H9 -1.65542 -5.86166 -7.23914  0.37
H10 -3.64490 -6.35831 -6.00104  0.50
H11 -3.94571 -5.57928 -7.54231  0.34
H12 -3.76546 -4.50328 -4.60227  0.24
H13 -5.36329 -4.31622 -5.41180  0.39
H14 -4.23982 -2.22600 -5.25202  0.52
H15 -4.54681 -2.61124 -6.92791  0.38
H16 -1.92607 -2.88079 -5.43501  0.04
H17 -2.41982 -1.74792 -6.76308  0.62
H18 -2.33358 -4.33012 -9.32847  0.40
H19 -2.44025 -2.62014 -9.13763  0.33
H20 -3.77092 -3.50259 -8.55526  0.48
C10 -3.32244 5.87448 -6.81900  -1.42
C11 -4.05126 5.67649 -5.46269  -0.07
C12 -3.07091 6.02958 -4.36209  -0.55
N2 -3.62421 5.82746 -2.92980  0.37
C13 -4.14687 4.44752 -2.75758  -0.84
C14 -4.53458 4.18872 -1.31012  -0.91
C15 -3.46265 4.57822 -0.28389  0.62
C16 -2.85818 5.92595 -0.56053  -1.16
C17 -2.41027 6.14335 -1.98975  0.11
C18 -4.63723 6.87188 -2.85844  -0.75
H21 -3.85780 5.41196 -7.64579  0.40
H22 -2.38688 5.35559 -6.76514  0.32
H23 -3.05696 6.89967 -7.06476  0.37
H24 -4.29542 4.64110 -5.27137  0.33
H25 -4.95856 6.24738 -5.39870  0.39
H26 -2.72473 7.07238 -4.30131  0.53
H27 -2.26410 5.28512 -4.47936  -0.13
H28 -3.30850 3.81282 -3.07944  0.43
H29 -4.93872 4.25654 -3.48808  0.33
H30 -4.74823 3.07804 -1.24830  0.42
H31 -5.47552 4.70705 -1.07997  0.40
H32 -2.61522 3.84968 -0.33223  -0.70
H33 -3.92405 4.57551 0.71011  0.41
H34 -1.99117 5.92957 0.10459  0.48
H35 -3.52732 6.70474 -0.21969  0.42
H36 -1.68443 5.31518 -2.19359  -0.27
H37 -2.05330 7.16563 -2.21270  0.64
H38 -4.26200 7.77223 -2.42894  0.33
H39 -5.59982 6.50270 -2.36597  0.24
H40 -4.97128 7.11491 -3.86895  0.33
C19 5.01929 2.31007 -0.39981  -1.76
C20 3.72211 2.58335 -1.15720  0.96
C21 3.97929 3.94536 -1.88010  -1.44
N3 2.86398 4.42500 -2.74233  0.76
C22 1.73816 4.76698 -1.84636  -1.58
C23 2.50040 3.35025 -3.82326  -0.18
C24 2.35315 4.09352 -5.15516  -0.82
C25 2.32358 5.59662 -4.82320  -0.48
C26 3.21298 5.65249 -3.51956  -0.72
H41 5.26688 3.18230 0.23934  0.36
H42 5.83886 2.02572 -0.96198  0.48
H43 4.90503 1.48489 0.33866  0.35
H44 2.88355 2.66334 -0.51940  -0.20
H45 3.65385 1.77900 -1.90493  0.15
H46 4.92099 3.99525 -2.40343  0.55
H47 4.19407 4.65847 -1.15462  0.66
H48 1.93933 5.69074 -1.42080  0.41
H49 1.64754 3.96744 -1.12451  0.34
H50 0.78937 4.83725 -2.33237  0.60
H51 1.52637 2.90202 -3.52896  -0.05
H52 3.24222 2.55706 -3.79922  0.49
H53 1.43351 3.85716 -5.70043  0.34
H54 3.18855 3.84454 -5.76754  0.39
H55 1.34927 6.05549 -4.64801  0.16
H56 2.77887 6.20339 -5.64068  0.46
H57 3.07142 6.56579 -3.00763  0.38
H58 4.27684 5.55299 -3.79108  0.43
C27 -2.75659 6.25603 3.64908  -1.21
C28 -2.66222 5.27413 4.75440  -0.16
C29 -1.49203 4.21772 4.63153  -1.49
N4 -1.20954 3.43552 5.88162  1.02
C30 -0.37442 2.22629 5.55700  -0.95
C31 -2.46275 3.00482 6.57326  -0.55
C32 -2.54415 3.88186 7.82964  -0.62
C33 -1.10989 4.05098 8.19993  -0.56
C34 -0.48585 4.33341 6.81280  -0.65
H59 -3.39665 5.83304 2.87129  0.04
H60 -1.81734 6.57467 3.23738  0.34
H61 -3.21676 7.23255 3.95229  0.40
H62 -3.52880 4.68909 4.75071  0.43
H63 -2.67877 5.65337 5.77390  0.28
H64 -0.59924 4.75136 4.42333  0.41
H65 -1.58516 3.52021 3.84317  0.60
H66 0.32566 2.40933 4.71219  0.23
H67 -1.03338 1.42462 5.24983  0.24
H68 0.20104 1.91391 6.46021  0.36
H69 -2.29639 2.02825 6.93869  0.32
H70 -3.26766 3.02872 5.86170  0.32
H71 -3.16352 3.43687 8.60392  0.44
H72 -2.96893 4.87355 7.56590  0.26
H73 -0.63906 3.10577 8.59314  0.27
H74 -0.98943 4.86924 8.90659  0.44
H75 0.58577 4.09918 6.74303  0.32
H76 -0.71821 5.37548 6.57298  0.41
C35 5.64521 -6.78021 2.66236  -0.76
O1 6.94524 -7.26038 2.69283  -0.31
C36 7.08381 -8.54620 3.15019  -0.55
C37 8.56209 -8.88586 3.31952  -0.76
N5 9.31563 -8.33428 2.21187  -0.16
H77 9.09294 -8.87732 1.32603  0.42
H78 8.94984 -7.35867 2.11147  0.56
C38 10.70295 -8.08064 2.40763  -0.83
C39 11.21644 -7.10185 1.38881  -0.54
O2 10.33605 -5.98124 1.26982  -0.35
C40 10.74990 -5.09129 0.20602  -0.71
H79 5.17752 -7.34779 1.77573  0.29
H80 5.52649 -5.69025 2.56501  0.26
H81 5.17554 -6.95466 3.61473  0.31
H82 6.61326 -9.26059 2.42234  0.41
H83 6.51132 -8.66727 4.09730  0.45
H84 8.81484 -9.92720 3.53418  0.42
H85 9.00393 -8.38114 4.12353  0.37
H86 11.30315 -8.92328 2.35664  0.42
H87 10.83343 -7.70680 3.38895  0.38
H88 11.42013 -7.62572 0.39748  0.39
H89 12.21249 -6.79061 1.74441  0.42
H90 10.83672 -5.57686 -0.79617  0.32
H91 11.71016 -4.63619 0.55314  0.29
H92 9.92774 -4.38052 0.06095  0.25
C41 -3.53515 -6.54484 3.36044  -0.76
O3 -2.85070 -5.62969 4.13148  -0.37
C42 -3.13207 -4.27643 3.70359  -0.71
C43 -2.04265 -3.48593 4.41165  -0.18
N6 -2.42159 -3.50890 5.91115  -0.24
H93 -3.39593 -2.59916 6.01559  0.32
H94 -2.84878 -4.42973 6.08483  0.41
C44 -1.34689 -3.03587 6.76862  -0.11
C45 0.07758 -3.69257 6.67837  -0.91
O4 0.87620 -3.47874 5.57012  -0.29
C46 1.21781 -2.13850 5.42504  -0.58
H95 -4.59716 -6.54337 3.50861  0.31
H96 -3.01838 -7.45742 3.65265  0.25
H97 -3.46024 -6.34728 2.27239  0.29
H98 -4.20729 -4.03684 3.83862  0.34
H99 -2.95278 -4.17550 2.62072  0.40
H100 -1.98137 -2.42815 4.09853  -0.05
H101 -1.09195 -3.96058 4.48104  0.60
H102 -1.65247 -3.24645 7.87034  0.34
H103 -1.35181 -1.95658 6.69261  0.10
H104 -0.02741 -4.75347 6.78122  0.32
H105 0.51198 -3.27612 7.59248  0.49
H106 1.97205 -2.01350 4.61774  0.23
H107 1.64564 -1.73903 6.33653  0.43
H108 0.39493 -1.47255 5.17720  0.08
C47 0.12124 -3.12811 0.40528  -0.65
O5 0.17067 -1.97730 1.27014  -0.10
C48 1.15310 -1.02008 0.92495  -1.00
C49 0.65590 -0.14097 -0.15726  0.39
N7 -0.80978 0.13007 -0.06468  1.43
H109 -1.04245 0.65723 -0.85697  0.14
H110 -1.34350 -0.74431 -0.16799  0.57
C50 -1.37521 0.67675 1.23316  1.10
C51 -2.92185 0.94349 1.17343  -0.52
O6 -3.58264 -0.30466 1.31160  -0.30
C52 -4.83575 -0.17316 1.90701  -0.43
H111 0.24961 -2.87938 -0.68347  0.22
H112 -0.92936 -3.47863 0.50547  0.15
H113 0.86091 -3.86793 0.65221  0.34
H114 2.18378 -1.42966 0.71012  0.44
H115 1.23776 -0.41474 1.86320  0.20
H116 0.78744 -0.62860 -1.13742  0.37
H117 1.22267 0.78303 -0.18203  -0.53
H118 -0.86598 1.63132 1.43414  -1.40
H119 -1.18101 -0.12297 1.97727  0.20
H120 -3.25653 1.49172 0.29215  0.11
H121 -3.07808 1.67384 1.95747  0.64
H122 -5.51095 -0.97253 1.42532  0.23
H123 -5.24519 0.84100 1.76614  0.37
H124 -4.81616 -0.45911 2.98904  -0.14
O7 -4.78580 0.21212 5.31710  -0.50
C53 -3.88854 -0.69778 5.80501  0.50
O8 -4.32610 -1.87239 6.02971  -0.69
O9 -2.78326 -0.27023 5.95078  -0.38
H125 -5.61010 -0.32111 5.28347  0.34
O10 1.10745 4.08270 2.83768  -0.48
C54 0.44064 3.52650 1.77303  -0.12
O11 -0.76031 3.79690 1.80973  -0.27
O12 1.06967 2.84332 0.96154  -0.60
H126 2.05466 4.03691 2.70567  0.29
O13 -0.35383 1.43880 -4.11089  -0.43
C55 -0.81014 2.22082 -3.12420  0.02
O14 -0.76594 3.45175 -3.38640  -0.72
O15 -1.23570 1.72086 -2.02999  -0.57
H127 -0.25834 0.54299 -3.67143  0.32
O16 -1.93026 -1.76217 -2.57760  -0.60
C56 -0.76764 -2.08442 -3.25223  0.65
O17 -0.02528 -1.10923 -3.46770  -0.86
O18 -0.58112 -3.25119 -3.61014  -0.74
H128 -1.88244 -0.78360 -2.46120  0.28

Computed properties:
Calculated total energy, Eh: -3947.22592
Total charge: +3
Gap between HOMO and LUMO, eV: 8.33



The following is a quantum chemistry calculation of a molecular structure, C15H22MnN2, from the Open Molecules 2025 dataset.

Last column: natural (NBO) charge in e.
Atoms and positions in Å:
Mn1 -6.47615 -9.81536 2.49547  1.58
C1 -3.93840 -12.01037 2.83545  -0.64
C2 -4.46334 -10.75455 2.17598  -0.08
C3 -4.21016 -9.50406 2.79059  -0.22
C4 -4.89395 -8.31447 2.34624  -0.11
C5 -4.86162 -7.05036 3.12446  -0.67
C6 -5.45416 -8.36575 1.02788  -0.21
C7 -5.75438 -9.62443 0.41040  -0.08
C8 -6.73081 -9.66820 -0.74795  -0.64
C9 -5.13977 -10.79350 0.92919  -0.25
H1 -4.69752 -12.39274 3.58171  0.25
H2 -2.99330 -11.80953 3.36592  0.27
H3 -3.80718 -12.79168 2.04176  0.26
H4 -3.70565 -9.52837 3.77227  0.27
H5 -5.78183 -6.44548 3.02831  0.25
H6 -4.03053 -6.37069 2.81186  0.29
H7 -4.72361 -7.23085 4.19203  0.25
H8 -5.98441 -7.47135 0.65721  0.27
H9 -7.56520 -9.01300 -0.54876  0.24
H10 -7.11100 -10.68554 -0.85536  0.24
H11 -6.27553 -9.36073 -1.69096  0.28
H12 -5.40820 -11.77285 0.52722  0.27
N1 -8.06725 -9.88579 3.57921  -0.78
C10 -9.04538 -10.16458 4.17347  0.74
N2 -10.12208 -10.36259 4.90629  -0.43
C11 -11.09153 -11.45324 4.58299  -0.20
C12 -11.54716 -12.18911 5.84836  -0.42
C13 -11.97957 -11.20608 6.95240  -0.41
C14 -10.89908 -10.17778 7.30483  -0.42
C15 -10.40982 -9.45941 6.05063  -0.20
H13 -10.66980 -12.08202 3.79072  0.22
H14 -11.95823 -10.95610 4.10355  0.22
H15 -10.71121 -12.79283 6.18947  0.21
H16 -12.37041 -12.91488 5.65797  0.26
H17 -12.25731 -11.79286 7.82999  0.25
H18 -12.91246 -10.72080 6.66347  0.22
H19 -10.04190 -10.64917 7.76802  0.21
H20 -11.27073 -9.43801 8.03229  0.25
H21 -9.53276 -8.83688 6.23979  0.22
H22 -11.21924 -8.76151 5.71309  0.22

Computed properties:
2S+1: 6
Calculated total energy, Eh: -1844.70044
Relative energy (zero: lowest compared OMol25 entry of this formula, charge and spin), kcal/mol: 6.2
Total charge: +2
Gap between HOMO and LUMO (spin up / spin down), eV: 9.18 / 7.61